[1]
Density functional theory data (ωB97M-V/def2-TZVPD) for a cluster of 3 separate species, C19H41Br3N3O6 in total at a distorted geometry.

Summary:
Largest force on an atom: 1.59 eV/A
Molecular weight: 647.26 g/mol
HOMO level: -10.970 eV
Electronic energy: -9085.9042 Eh
2S+1: 1
Total charge: +1

```
72
Properties=species:S:1:pos:R:3:forces:R:3:mulliken_charge:R:1
Br 0.776 -3.435 -4.009 0.2 0.0 0.0 -0.08
Br 4.478 -2.576 -1.837 -0.1 0.0 -0.1 0.02
Br 2.953 -1.152 -5.081 -0.4 0.1 0.2 -0.09
O 0.231 5.598 3.892 0.3 -0.1 0.1 -0.29
O -5.102 -4.485 0.294 0.2 0.0 -0.2 -0.29
O 2.614 4.096 2.740 0.1 -0.1 -0.1 -0.46
O -6.039 -2.935 -2.561 0.1 0.2 0.2 -0.28
O -3.218 -2.770 -1.366 0.1 0.0 0.0 -0.28
O 0.674 2.259 4.243 0.0 0.1 -0.4 -0.27
N 1.554 0.989 -0.620 1.0 0.2 -0.2 -0.51
N 3.638 -0.047 -0.929 -0.1 -0.5 -0.2 0.01
N 2.236 0.282 -2.776 -0.6 0.0 0.6 0.04
C -4.806 -3.074 -3.239 -0.2 -0.1 0.0 -0.63
C 4.791 -0.676 -1.568 0.4 -0.1 0.2 -0.67
C -6.803 -1.833 -3.000 -0.1 -0.1 -0.1 -0.78
C 1.985 -0.955 -3.447 0.8 -0.6 -1.3 -0.14
C 0.175 1.036 3.763 0.0 0.1 0.2 -0.35
C 1.089 -1.861 -3.050 0.0 0.4 0.4 0.53
C 2.623 3.688 4.102 0.1 0.1 0.1 -0.35
C 1.366 4.395 2.136 0.0 -0.1 -0.2 -0.10
C 0.359 6.792 4.638 -0.1 0.0 0.0 -0.80
C -4.756 -5.768 0.769 -0.1 0.0 0.1 -0.78
C 6.835 -0.274 -2.947 -0.5 -0.2 0.5 -1.32
C -3.749 -3.667 -2.336 0.1 -0.1 0.0 -0.33
C -4.051 -2.386 -0.280 0.0 0.1 0.0 -0.37
C 2.517 0.352 -1.455 -0.4 0.4 -0.1 0.15
C 5.343 0.047 -2.776 0.2 0.4 -0.1 0.31
C 0.243 -1.698 -1.820 -0.2 0.1 -0.1 -1.06
C -4.256 -3.456 0.767 -0.2 -0.1 0.1 -0.58
C 2.086 2.298 4.350 -0.2 0.0 0.2 -0.46
C 0.734 5.696 2.575 -0.2 0.0 0.1 -0.75
H -4.950 -3.749 -4.094 0.1 0.1 -0.1 0.41
H 2.369 1.989 5.364 0.1 -0.1 -0.1 0.40
H -4.459 -2.103 -3.613 0.0 0.0 0.0 0.33
H 0.109 6.559 5.671 -0.1 0.0 0.0 0.24
H -0.886 1.166 3.564 0.0 0.0 0.0 0.24
H 3.678 3.679 4.383 0.0 0.0 0.0 0.41
H 1.592 4.493 1.069 0.0 0.1 0.0 0.33
H 5.566 -0.670 -0.809 0.0 0.1 0.2 0.48
H -7.195 -1.997 -4.010 0.0 0.1 0.0 0.33
H 1.385 7.172 4.605 0.0 0.0 0.0 0.36
H -3.519 -1.562 0.203 0.0 0.0 0.0 0.39
H -4.723 -2.994 1.648 0.1 0.1 0.1 0.40
H 1.474 6.499 2.498 0.0 0.0 0.0 0.37
H -0.326 7.563 4.272 0.0 0.1 0.0 0.33
H -3.696 -5.982 0.597 0.0 0.0 0.0 0.34
H -4.978 -5.870 1.837 0.1 0.0 0.0 0.33
H 0.674 0.745 2.826 0.0 0.0 0.0 -0.10
H -6.212 -0.910 -2.987 0.0 0.0 0.0 0.35
H -4.099 -4.590 -1.874 -0.2 0.1 0.1 0.17
H -3.282 -3.862 1.064 0.0 0.0 0.0 0.33
H -7.640 -1.720 -2.314 0.0 0.0 0.0 0.24
H 0.811 -1.831 -0.901 0.1 -0.2 0.1 0.16
H 3.714 0.089 0.068 0.0 -0.1 0.1 0.26
H -5.350 -6.492 0.216 0.0 0.0 0.0 0.24
H 1.555 0.997 -3.011 -0.2 -0.1 -0.1 0.38
H -5.006 -1.993 -0.632 -0.1 -0.2 0.0 0.13
H 1.481 0.425 0.224 -0.3 0.1 0.1 0.23
H -0.572 -2.414 -1.826 -0.1 -0.1 0.1 0.34
H 0.665 3.564 2.247 -0.1 0.1 0.2 0.14
H -0.219 -0.713 -1.793 0.0 0.1 0.0 0.34
H 2.543 1.601 3.633 0.0 0.0 0.0 0.24
H 0.301 0.233 4.498 0.0 -0.1 -0.1 0.37
H 5.247 1.115 -2.572 -0.1 0.1 0.0 0.31
H 4.778 -0.139 -3.679 0.0 -0.2 0.0 -0.13
H 1.947 1.887 -0.335 -0.3 0.2 0.2 0.30
H -2.894 -3.925 -2.965 0.0 0.0 0.0 0.37
H 7.028 -1.287 -2.599 0.1 -0.2 -0.3 0.36
H 2.123 4.419 4.738 -0.2 -0.1 0.0 0.15
H 7.141 -0.183 -3.980 0.2 0.1 -0.1 0.38
H -0.100 5.924 1.897 0.1 0.1 -0.1 0.38
H 7.410 0.383 -2.302 0.2 0.1 -0.1 0.35
```
Positions in Å, forces in eV/Å.

=====

[2]
Density functional theory data (ωB97M-V/def2-TZVPD) for the molecule C5H13NO2 at a distorted geometry.

Summary:
Largest force on an atom: 5.20 eV/A
Molecular weight: 119.16 g/mol
SMILES: CCNC(CO)CO
HOMO level: -9.005 eV
Electronic energy: -403.4046 Eh
2S+1: 1
Total charge: 0

```
21
Properties=species:S:1:pos:R:3:forces:R:3:mulliken_charge:R:1
O 2.095 2.241 -1.035 1.0 1.0 -2.1 -0.57
O -1.073 -0.285 -2.081 -0.6 4.7 -1.7 -0.48
N 0.733 -0.279 1.028 -0.8 1.4 -2.6 -0.38
C -1.285 -1.813 1.252 -1.3 1.8 0.0 -0.84
C 1.183 1.896 0.004 0.1 2.6 -2.2 -0.77
C 0.603 0.589 -0.344 1.9 -4.1 1.6 0.66
C 0.207 -1.639 0.837 -0.4 -1.2 -0.3 -0.32
C -0.798 0.598 -1.000 -1.3 -3.9 2.6 -0.48
H -0.823 -1.114 -1.899 1.5 -4.8 1.2 0.28
H -1.708 -2.814 1.046 0.4 0.4 0.2 0.34
H 1.923 1.969 0.794 -1.1 -0.5 1.1 0.29
H 0.286 0.250 1.814 0.2 -0.9 -1.1 0.27
H 0.429 2.712 -0.098 0.2 -0.5 1.4 0.32
H 1.705 2.730 -1.792 0.1 -0.6 0.9 0.30
H 1.466 0.107 -1.048 -2.4 0.8 1.5 0.17
H 0.938 -2.323 1.480 -1.8 0.8 -1.7 0.29
H -1.619 0.142 -0.186 2.2 2.8 -1.8 -0.11
H -1.980 -1.017 0.675 1.5 -2.2 1.3 0.26
H 0.119 -1.950 -0.326 1.3 0.7 2.6 0.07
H -1.446 -1.522 2.322 0.2 -0.5 -0.7 0.29
H -0.953 1.517 -1.445 -0.8 2.2 -0.3 0.40
```
Positions in Å, forces in eV/Å.

=====

[3]
Density functional theory data (ωB97M-V/def2-TZVPD) for a structure of composition C36H38Br2N4O5SiZn at a distorted geometry.

Summary:
Largest force on an atom: 3.36 eV/A
Molecular weight: 860.01 g/mol
HOMO level (spin up / spin down): 1.313 / 0.443 eV
Electronic energy: -9206.6117 Eh
2S+1: 1
Total charge: -2

```
87
Properties=species:S:1:pos:R:3:forces:R:3:mulliken_charge:R:1
Br -3.627 -0.108 -7.017 -0.7 0.7 -1.0 -0.35
Br -1.845 -4.280 -4.061 0.4 -1.2 0.5 -0.28
Zn 0.459 -0.433 -1.120 1.4 -0.3 -2.0 1.45
Si 2.616 -0.553 -2.241 -1.3 -0.2 1.5 0.76
O -0.109 -1.964 -2.592 -1.1 0.2 -0.3 -0.73
O 3.262 0.633 3.081 0.5 0.4 0.2 -0.31
O -0.081 -1.995 0.005 -1.6 -0.4 0.7 -0.93
O -1.545 -1.259 3.601 -0.3 0.4 0.3 -0.08
O -0.580 3.591 0.912 0.1 0.0 -0.4 -0.57
N -0.407 0.670 0.384 0.2 0.3 2.6 0.03
N -0.818 1.264 2.676 -0.1 2.0 0.5 -0.07
N 0.894 -0.172 2.269 -0.6 0.7 -0.5 0.66
N -0.175 0.669 -2.998 -0.7 -0.8 0.6 0.87
C 0.533 3.942 0.079 0.5 -0.6 -0.4 -0.57
C 1.894 -2.211 1.298 -1.4 -2.0 -0.8 1.01
C -3.746 1.628 -0.953 -0.3 -0.8 -0.6 -0.67
C -2.073 1.052 3.244 -0.7 -0.7 0.3 0.75
C 0.576 -2.707 0.797 3.1 1.2 0.2 0.81
C 4.439 1.026 3.760 0.3 0.5 -0.3 -1.09
C -1.576 2.926 0.224 -0.9 -1.6 -1.0 0.54
C -1.698 -2.370 4.476 0.3 -0.8 -0.9 -1.02
C -3.808 3.003 -0.814 0.6 0.0 0.7 -0.70
C 3.917 0.161 -1.052 1.9 0.7 -0.6 -1.10
C 2.012 -0.925 1.837 1.9 0.6 0.0 0.35
C -2.627 0.888 -0.587 0.4 0.4 0.1 -0.27
C -1.918 0.400 -4.718 0.3 -0.4 -0.9 0.55
C -0.913 2.548 -4.334 1.3 0.6 1.0 -0.82
C -0.984 -1.547 -3.452 1.0 -0.8 0.5 0.41
C -2.918 2.160 3.520 -0.2 -1.4 -0.3 -0.74
C 3.025 -2.393 -2.621 1.3 0.2 -0.6 -1.17
C -2.608 -0.569 -5.537 1.1 -0.2 1.8 0.03
C 4.342 -1.422 2.454 1.8 0.7 0.6 -0.76
C 2.903 0.290 -3.921 1.2 0.2 -0.5 -1.36
C -2.502 -0.268 3.636 -0.1 0.5 0.1 0.69
C 4.235 -2.679 1.860 -0.2 -1.4 -0.5 -0.80
C -1.056 -0.115 -3.683 -1.6 -0.7 -1.7 0.25
C 3.292 -0.554 2.393 -2.6 -0.1 0.1 -0.01
C -1.511 1.496 -0.017 -0.2 1.1 1.2 0.21
C 0.153 -4.055 1.245 0.9 -0.7 0.1 -2.01
C -2.521 -1.934 -5.296 -0.1 0.5 0.0 -0.43
C -4.651 0.608 4.204 -1.8 0.2 0.0 -0.57
C -1.857 1.818 -5.022 -1.3 -1.1 -0.8 -1.28
C -3.832 -0.485 4.040 1.5 -0.2 -0.1 -0.63
C -2.700 3.640 -0.211 -0.1 0.3 0.0 -0.35
C -0.081 1.937 -3.397 0.1 1.6 -0.3 -0.76
C -0.136 0.523 1.694 0.6 -0.4 -2.2 -0.93
C -1.774 -2.449 -4.255 0.2 2.6 0.0 -0.39
C 3.035 -3.092 1.308 0.5 0.5 0.9 -0.78
C -4.212 1.910 3.977 -0.3 0.1 0.2 -0.65
H 2.156 0.047 -4.680 -0.1 -0.1 0.2 0.26
H -0.791 3.622 -4.508 0.1 -0.3 -0.1 0.31
H -1.860 -2.120 5.532 0.0 0.3 -0.2 0.38
H 3.278 -3.010 -1.746 -0.2 0.3 0.0 0.18
H 0.536 -4.129 2.288 -0.5 -0.6 -0.6 0.38
H 1.020 3.044 -0.358 -0.4 0.3 0.3 0.04
H -2.386 2.228 -5.905 0.3 -0.3 0.8 0.18
H -3.022 -2.626 -5.949 -0.3 -0.1 -0.2 0.36
H 4.661 0.729 -1.716 -0.4 -0.6 1.0 0.38
H -4.934 2.724 4.138 0.5 -0.3 -0.1 0.33
H 2.246 -2.914 -3.191 0.1 0.3 0.1 0.22
H 0.987 0.059 3.250 -0.4 0.2 -0.1 0.39
H -0.764 -2.961 4.371 -0.5 0.5 0.1 0.20
H -4.726 3.529 -1.094 0.6 0.0 0.0 0.36
H 5.264 -1.107 2.990 -0.7 -0.4 -0.7 0.21
H 3.960 -2.342 -3.252 -0.6 -0.3 0.3 0.40
H -0.918 -4.090 1.184 -0.6 -0.2 0.1 0.39
H 2.984 -4.116 0.949 -0.3 0.2 -0.2 0.34
H 0.256 4.604 -0.751 -0.2 -0.1 0.2 0.32
H -2.507 -3.032 4.119 0.1 0.2 0.2 0.37
H 0.787 2.491 -3.003 -0.5 0.0 0.1 0.40
H -0.707 2.263 2.420 -0.1 -0.8 0.2 0.45
H 4.287 2.078 4.025 0.0 -0.2 0.0 0.24
H 5.107 -3.372 1.862 -0.7 0.6 0.0 0.23
H 0.570 -4.889 0.614 -0.3 0.6 0.5 0.29
H 5.346 0.958 3.122 -0.6 0.0 0.2 0.38
H -4.551 1.039 -1.410 0.1 0.5 0.2 0.39
H -2.686 4.736 -0.064 -0.1 -0.7 0.0 0.33
H 3.882 -0.136 -4.268 -0.5 0.2 0.0 0.43
H -2.601 3.173 3.304 0.1 -0.1 -0.1 0.42
H 1.251 4.439 0.719 0.1 0.1 0.2 0.33
H -2.609 -0.189 -0.721 0.0 0.1 -0.1 0.37
H 4.465 -0.614 -0.481 -0.1 0.2 -0.3 0.12
H 3.549 0.882 -0.298 -0.1 -0.3 -0.5 0.19
H -4.188 -1.499 4.256 0.2 0.5 -0.1 0.34
H -5.724 0.403 4.448 1.1 0.4 -0.1 0.27
H 3.061 1.392 -3.953 -0.3 -0.6 0.3 0.29
H 4.623 0.460 4.683 -0.1 -0.1 -0.2 0.37
```
Positions in Å, forces in eV/Å.

=====

[4]
Density functional theory data (ωB97M-V/def2-TZVPD) for a cluster of 2 separate species, CH3Cl2NO in total at a distorted geometry.

Summary:
Largest force on an atom: 5.61 eV/A
Molecular weight: 115.95 g/mol
HOMO level: -9.713 eV
Electronic energy: -1090.2008 Eh
2S+1: 1
Total charge: 0

```
8
Properties=species:S:1:pos:R:3:forces:R:3:mulliken_charge:R:1
Cl 1.302 -1.650 -0.323 -0.4 1.0 0.3 -0.14
Cl 1.692 1.238 0.327 -0.7 -0.8 0.2 -0.12
O -0.193 0.444 -1.633 1.4 -0.9 2.5 -0.67
N -0.481 -0.163 0.896 0.6 -4.9 -0.3 -0.44
C 0.552 -0.095 0.115 1.6 1.0 -5.3 0.70
H -1.101 0.593 -1.341 0.0 0.0 0.0 0.26
H -0.759 0.656 1.234 -2.2 3.7 1.9 0.20
H -1.011 -1.023 0.726 -0.3 1.0 0.7 0.22
```
Positions in Å, forces in eV/Å.

=====

Among the records above, which one has the lowest largest force on an atom?
C19H41Br3N3O6

=====

The highest largest force on an atom belongs to which entry?
CH3Cl2NO

=====

What is the formula in the third record?
C36H38Br2N4O5SiZn

=====

Which formula does entry 2 have?
C5H13NO2